## 1
The following is a quantum chemistry calculation of one molecule with the formula C5H7NO, from the Open Molecules 2025 dataset.

## Properties
HOMO-LUMO gap (alpha / beta) in eV: 8.05 / 8.05

```
! wB97M-V def2-TZVPD RIJCOSX def2/J DEFGRID3
* xyz 0 1
N 1.875 -1.567 0.109
C 0.727 -1.213 0.178
O 1.245 1.201 0.691
C 0.220 1.361 -0.294
C -0.999 0.650 0.246
C -1.576 -0.311 -0.665
C -0.587 -0.943 0.370
H 2.637 -1.053 0.546
H 0.613 0.978 -1.259
H 0.017 2.431 -0.426
H 0.694 1.061 1.481
H -1.298 -0.374 -1.722
H -2.570 -0.713 -0.456
H -0.997 -1.508 1.200
*
```

=====

## 2
The following is a quantum chemistry calculation of one molecule with the formula C5H7NO, from the Open Molecules 2025 dataset.

## Properties
HOMO-LUMO gap in eV: 8.59

```
! wB97M-V def2-TZVPD RIJCOSX def2/J DEFGRID3
* xyz 0 1
C -0.101 1.585 1.088
C 0.833 0.411 0.888
C 1.083 -0.259 -0.325
C -0.081 -0.889 -0.770
N -0.482 -1.261 -2.045
C -0.739 -1.039 0.459
O -1.380 -1.696 1.198
H -0.665 1.496 2.020
H -0.819 1.673 0.271
H 0.470 2.520 1.146
H 1.641 0.393 1.621
H 2.066 -0.464 -0.745
H -0.608 -0.517 -2.715
H -1.216 -1.952 -2.092
*
```

=====

## 3
The following is a quantum chemistry calculation of a 2-piece molecular cluster, C5H7NO overall, from the Open Molecules 2025 dataset.

## Properties
HOMO-LUMO gap in eV: 10.04

```
! wB97M-V def2-TZVPD RIJCOSX def2/J DEFGRID3
* xyz 0 1
C -1.976 -0.936 -0.464
C -0.807 -0.632 -0.019
C 0.272 -0.383 0.681
C 0.441 0.850 1.517
H -2.386 -1.216 0.508
H -2.558 -0.982 -1.375
H 0.958 -1.205 0.851
H 0.127 0.596 2.533
H -0.175 1.679 1.155
H 1.485 1.170 1.533
N 0.348 0.039 -2.060
C 1.240 0.218 -1.211
O 2.268 0.496 -0.703
H 0.762 0.306 -2.945
*
```

=====

## 4
The following is a quantum chemistry calculation of one molecule with the formula C5H7NO, from the Open Molecules 2025 dataset.

## Properties
HOMO-LUMO gap in eV: 7.99

```
! wB97M-V def2-TZVPD RIJCOSX def2/J DEFGRID3
* xyz 0 1
C 1.213 1.117 -0.117
N -0.237 0.602 -0.403
C -1.015 0.394 0.767
C -1.091 -0.929 0.984
C -0.431 -1.659 -0.021
C 0.112 -0.856 -1.005
O 0.687 -0.918 -2.061
H 1.945 0.502 0.388
H 1.107 2.002 0.501
H 1.715 1.440 -1.020
H -0.666 1.171 -1.126
H -1.366 1.222 1.360
H -1.608 -1.358 1.831
H -0.365 -2.730 -0.077
*
```

=====

Relative to the most stable one, in kcal/mol, the structures come out at 1 68.4; 2 16.1; 3 28.4; 4 0.0.